1.
Here is C30H42As3FN3PdS as an isolated structure at a distorted geometry from OMol25. Energies are from ωB97M-V/def2-TZVPD.

Atoms and positions in Å:
Pd1 -0.08 -0.64 0.41
C1 3.14 -0.49 1.82
As1 2.19 0.00 0.21
C2 3.32 -0.82 -1.14
C3 2.65 1.88 0.10
C4 1.93 2.72 -0.95
C5 1.91 2.00 -2.31
C6 0.50 3.00 -0.48
As2 -0.76 1.52 -0.45
C7 -2.13 2.14 0.74
C8 -1.56 1.57 -2.21
C9 2.68 4.06 -1.14
As3 3.14 5.46 0.21
C10 1.47 5.72 1.20
C11 4.10 4.46 1.60
H1 4.19 -0.26 1.68
H2 3.04 -1.56 2.01
H3 2.77 0.09 2.66
H4 4.26 -0.27 -1.10
H5 2.90 -0.75 -2.14
H6 3.50 -1.87 -0.88
H7 3.72 1.89 -0.08
H8 2.50 2.29 1.10
H9 1.38 1.04 -2.26
H10 2.92 1.81 -2.66
H11 1.41 2.62 -3.06
H12 0.03 3.74 -1.13
H13 0.50 3.42 0.52
H14 -2.41 3.15 0.42
H15 -1.75 2.17 1.76
H16 -3.00 1.49 0.68
H17 -1.82 2.61 -2.42
H18 -2.46 0.97 -2.22
H19 -0.86 1.23 -2.96
H20 2.16 4.62 -1.91
H21 3.66 3.83 -1.58
H22 0.66 5.95 0.51
H23 1.62 6.59 1.83
H24 1.20 4.88 1.84
H25 4.93 3.90 1.16
H26 3.46 3.79 2.18
H27 4.53 5.19 2.27
N1 -3.92 -2.04 1.87
C12 -4.97 -1.98 0.91
C13 -6.26 -2.32 1.28
C14 -7.28 -2.27 0.34
C15 -7.01 -1.88 -0.96
C16 -5.71 -1.54 -1.33
C17 -4.70 -1.59 -0.39
S1 -3.05 -1.14 -0.86
N2 -2.12 -1.33 0.57
C18 -2.64 -1.76 1.69
C19 -1.71 -1.97 2.83
C20 -2.10 -2.58 4.01
C21 -1.17 -2.73 5.03
C22 0.11 -2.26 4.84
C23 0.42 -1.67 3.62
N3 -0.47 -1.54 2.63
H28 -4.21 -2.33 2.80
H29 -6.46 -2.63 2.29
H30 -8.28 -2.53 0.63
H31 -7.80 -1.84 -1.70
H32 -5.49 -1.24 -2.35
H33 -3.09 -2.97 4.16
H34 -1.45 -3.21 5.96
H35 0.87 -2.34 5.61
H36 1.41 -1.31 3.43
F1 3.67 -3.91 -5.04
C24 2.80 -3.58 -4.14
C25 1.90 -2.54 -4.45
C26 0.98 -2.19 -3.52
C27 0.95 -2.87 -2.24
C28 -0.03 -2.59 -1.35
C29 1.91 -3.92 -1.98
C30 2.81 -4.28 -2.92
H37 1.94 -2.07 -5.43
H38 0.25 -1.43 -3.73
H39 -0.15 -3.23 -0.48
H40 -0.87 -2.00 -1.66
H41 1.87 -4.45 -1.03
H42 3.53 -5.08 -2.77

E_HOMO: -14.6982 eV
Maximum force: 1.3 eV/Å
Charge: +3
LUMO level: -10.76 eV
Energy relative to the best compared isomer or geometry (same formula, charge and spin): 71.7 kJ/mol

2.
Here is C20H20ClCoF7N4O7S2 as an isolated structure at a distorted geometry from OMol25. Energies are from ωB97M-V/def2-TZVPD.

Atoms and positions in Å:
Co1 -0.49 -0.24 0.13
F1 -4.03 -5.07 -1.21
C1 -2.81 -4.79 -1.74
C2 -1.98 -3.89 -1.11
C3 -0.71 -3.61 -1.65
C4 0.10 -2.59 -1.07
O1 -0.15 -2.09 0.09
C5 1.19 -2.14 -1.88
C6 1.63 -2.91 -2.90
N1 1.03 -4.10 -3.26
C7 1.84 -5.02 -4.00
C8 1.46 -5.65 -5.31
C9 1.57 -6.50 -4.07
C10 -0.26 -4.33 -2.80
C11 -1.15 -5.18 -3.43
C12 -2.43 -5.42 -2.92
N2 -3.25 -6.31 -3.66
C13 -3.04 -7.72 -3.42
C14 -3.51 -8.49 -4.65
N3 -4.95 -8.19 -4.86
C15 -5.18 -6.72 -5.03
C16 -4.66 -6.02 -3.78
C17 1.78 -0.76 -1.66
O2 2.92 -0.53 -2.03
O3 0.98 0.08 -1.13
H1 -2.29 -3.35 -0.23
H2 2.50 -2.61 -3.47
H3 2.88 -4.74 -3.90
H4 2.24 -5.74 -6.06
H5 0.49 -5.45 -5.73
H6 2.42 -7.16 -3.98
H7 0.67 -6.87 -3.62
H8 -0.91 -5.66 -4.36
H9 -3.58 -8.07 -2.52
H10 -1.97 -7.89 -3.26
H11 -3.38 -9.57 -4.52
H12 -2.96 -8.15 -5.52
H13 -5.46 -8.48 -4.01
H14 -5.32 -8.71 -5.65
H15 -6.24 -6.54 -5.18
H16 -4.61 -6.39 -5.90
H17 -5.24 -6.35 -2.91
H18 -4.79 -4.94 -3.87
Cl1 -1.82 0.17 2.64
C18 -0.19 -0.18 2.11
H19 0.12 -1.12 2.57
H20 0.46 0.65 2.38
F2 -1.52 3.89 -2.06
C19 -2.31 3.85 -1.00
F3 -3.49 4.36 -1.35
F4 -1.79 4.65 -0.07
S1 -2.53 2.10 -0.35
O4 -1.21 1.70 0.09
O5 -3.55 2.17 0.63
N4 -3.01 1.42 -1.70
S2 -3.37 -0.09 -1.49
O6 -3.62 -0.78 -2.71
O7 -2.51 -0.75 -0.53
C20 -5.05 -0.10 -0.60
F5 -4.95 -0.23 0.71
F6 -5.78 0.98 -0.88
F7 -5.75 -1.17 -1.04

E_HOMO (spin up / spin down): -6.1712 / -6.2457 eV
Maximum force: 3.4 eV/Å
Charge: 0
2S+1: 2
LUMO level (spin up / spin down): -1.97 / -1.97 eV
Energy relative to the best compared isomer or geometry (same formula, charge and spin): 123.9 kJ/mol

3.
Here is one molecule with the formula C2H6N2O at a distorted geometry from OMol25. Energies are from ωB97M-V/def2-TZVPD.

Atoms and positions in Å:
C1 0.72 1.71 -0.70
N1 1.29 0.47 -0.35
C2 0.64 -0.40 0.12
N2 -0.71 -0.41 0.43
O1 -1.45 -1.50 0.41
H1 -0.15 1.26 -1.37
H2 1.27 2.50 -0.99
H3 0.42 2.17 0.25
H4 1.09 -1.36 0.20
H5 -1.35 0.37 0.18
H6 -1.88 -1.25 1.39

E_HOMO: -8.8164 eV
Maximum force: 6.8 eV/Å
Charge: 0
Structure (SMILES): C/N=C\NO
LUMO level: 0.62 eV
Energy relative to the best compared isomer or geometry (same formula, charge and spin): 493.0 kJ/mol

4.
Here is a 2-piece molecular cluster, C14H12N overall at a distorted geometry from OMol25. Energies are from ωB97M-V/def2-TZVPD.

Atoms and positions in Å:
C1 -0.53 -2.86 -1.87
C2 -2.77 2.47 -0.48
C3 3.49 -0.23 1.05
C4 -2.26 2.23 0.74
C5 -2.49 1.74 -1.63
C6 2.96 -1.43 1.42
C7 2.78 0.62 0.24
C8 -1.48 1.02 0.87
C9 -1.78 0.51 -1.48
C10 1.74 -1.71 1.01
C11 1.48 0.35 -0.17
C12 -1.29 0.23 -0.21
C13 0.94 -0.90 0.19
C14 -0.56 -1.14 -0.05
N1 -0.68 -2.00 -1.12
H1 -0.25 -3.82 -2.39
H2 -3.19 3.40 -0.49
H3 4.37 -0.08 1.52
H4 -2.59 2.84 1.54
H5 -2.87 2.05 -2.55
H6 3.57 -2.00 2.11
H7 3.33 1.59 0.15
H8 -1.28 0.79 1.92
H9 -1.79 -0.28 -2.23
H10 1.40 -2.65 1.43
H11 0.95 1.08 -0.70
H12 -1.18 -1.82 1.18

E_HOMO: -12.4605 eV
Maximum force: 5.1 eV/Å
Charge: +1
LUMO level: -4.85 eV
Energy relative to the best compared isomer or geometry (same formula, charge and spin): 151.7 kJ/mol

5.
Here is one molecule with the formula C21H22N4O5 at a distorted geometry from OMol25. Energies are from ωB97M-V/def2-TZVPD.

Atoms and positions in Å:
C1 0.60 6.36 3.30
O1 1.96 6.00 3.38
C2 2.31 4.72 3.13
C3 3.67 4.43 3.17
C4 4.12 3.15 2.93
C5 3.23 2.13 2.62
C6 1.88 2.42 2.59
N1 0.94 1.39 2.28
C7 1.01 0.12 2.83
O2 1.80 -0.24 3.66
C8 -0.08 -0.72 2.20
C9 -0.93 0.28 1.39
N2 -1.30 -0.08 0.04
C10 -2.27 -1.15 -0.06
C11 -2.81 -1.15 -1.49
N3 -1.74 -1.35 -2.44
C12 -1.41 -2.58 -2.95
C13 -0.47 -2.70 -3.99
C14 -0.17 -3.92 -4.55
C15 -0.80 -5.07 -4.09
N4 -0.49 -6.33 -4.66
O3 -1.09 -7.31 -4.24
O4 0.36 -6.37 -5.53
C16 -1.74 -4.98 -3.06
C17 -2.04 -3.76 -2.51
C18 -0.77 -0.28 -2.32
C19 -0.21 -0.27 -0.89
C20 -0.11 1.57 1.41
O5 -0.34 2.57 0.78
C21 1.40 3.70 2.84
H1 0.01 5.85 4.07
H2 0.57 7.44 3.48
H3 0.18 6.15 2.31
H4 4.36 5.23 3.40
H5 5.18 2.94 2.97
H6 3.58 1.13 2.43
H7 -0.64 -1.25 2.97
H8 0.38 -1.46 1.55
H9 -1.87 0.50 1.93
H10 -3.09 -0.96 0.64
H11 -1.83 -2.13 0.17
H12 -3.59 -1.90 -1.63
H13 -3.24 -0.17 -1.69
H14 0.01 -1.82 -4.39
H15 0.54 -4.00 -5.35
H16 -2.22 -5.88 -2.71
H17 -2.76 -3.73 -1.70
H18 0.05 -0.40 -3.02
H19 -1.27 0.67 -2.51
H20 0.49 0.56 -0.78
H21 0.33 -1.22 -0.72
H22 0.34 3.88 2.81

E_HOMO: -8.3109 eV
Maximum force: 1.5 eV/Å
Charge: 0
Structure (SMILES): COc1cccc(N2C(=O)C[C@H](N3CCN(c4ccc([N+](=O)[O-])cc4)CC3)C2=O)c1
LUMO level: -0.19 eV
Energy relative to the best compared isomer or geometry (same formula, charge and spin): 467.2 kJ/mol

6.
Here is C2H8N2S as an isolated structure at a distorted geometry from OMol25. Energies are from ωB97M-V/def2-TZVPD.

Atoms and positions in Å:
C1 -0.86 -1.30 1.80
S1 -0.87 -2.31 0.32
H1 -1.74 -0.80 2.23
H2 -0.47 -1.85 2.67
H3 -0.08 -0.53 1.68
N1 0.39 -0.32 -1.43
C2 0.11 0.85 -0.98
N2 0.96 1.92 -1.09
H4 1.31 -0.38 -1.83
H5 -0.27 -1.26 -0.70
H6 -0.61 0.98 -0.18
H7 0.73 2.74 -0.54
H8 1.40 2.26 -1.95

E_HOMO: -7.4131 eV
Maximum force: 2.3 eV/Å
Charge: 0
LUMO level: 0.43 eV
Energy relative to the best compared isomer or geometry (same formula, charge and spin): 95.9 kJ/mol

| no. | E_tot (Eh) |
| --- | --- |
| 1 | -8664.91612 |
| 2 | -4858.07125 |
| 3 | -264.39953 |
| 4 | -595.01471 |
| 5 | -1408.59237 |
| 6 | -588.64336 |